C18H38F4N4O10RbS4 as an isolated structure at a distorted geometry. Source: OMol25; level of theory: the ωB97M-V functional and the def2-TZVPD basis.

CARTESIAN COORDINATES (ANGSTROEM)
Rb -1.503 3.052 -0.534
N -0.451 6.338 5.246
S -1.786 5.668 4.910
O -2.770 5.429 5.973
O -1.820 4.802 3.717
F -2.370 7.047 4.266
S -0.011 5.065 6.328
O -0.128 3.616 5.932
O -0.165 5.420 7.759
F 1.519 5.406 6.019
N 0.655 3.254 -6.777
S -0.225 1.900 -6.117
O -0.191 1.854 -4.654
O -0.406 0.609 -6.749
F -1.627 2.614 -6.447
S 1.966 2.409 -6.939
O 2.102 1.727 -8.229
O 2.704 1.919 -5.752
F 2.777 3.701 -7.382
C 2.629 -0.891 -0.660
C 3.366 -0.861 0.762
C 4.828 -1.442 0.444
C 5.813 -0.467 -0.317
C 5.687 0.865 0.506
C 4.248 1.435 0.701
N 3.380 0.449 1.381
O 2.143 0.986 1.505
C 4.501 2.470 1.771
C 3.748 1.993 -0.633
C 2.851 -1.823 1.887
H 1.810 -0.183 -0.787
H 2.174 -1.863 -0.852
H 3.230 -0.746 -1.557
H 5.356 -1.918 1.270
H 4.564 -2.330 -0.131
H 5.583 -0.365 -1.377
H 6.880 -0.687 -0.349
H 6.338 1.626 0.075
H 6.176 0.622 1.449
H 4.841 2.045 2.715
H 5.313 3.152 1.516
H 3.566 3.015 1.895
H 4.351 2.865 -0.888
H 3.940 1.347 -1.489
H 2.682 2.191 -0.751
H 2.111 -1.323 2.512
H 3.422 -2.212 2.730
H 2.399 -2.696 1.416
H 1.918 0.816 2.423
C -5.801 -2.207 0.826
C -4.277 -1.882 0.817
C -3.476 -3.007 1.563
C -3.131 -4.323 0.814
C -2.655 -3.953 -0.640
C -3.447 -2.896 -1.472
N -3.620 -1.713 -0.552
O -3.865 -0.527 -1.192
C -2.708 -2.482 -2.795
C -4.840 -3.555 -1.911
C -4.066 -0.592 1.641
H -6.321 -1.623 1.585
H -6.224 -3.171 1.107
H -6.347 -1.978 -0.089
H -2.499 -2.523 1.554
H -3.668 -3.350 2.580
H -4.123 -4.773 0.844
H -2.526 -5.091 1.296
H -2.806 -4.865 -1.217
H -1.587 -3.800 -0.795
H -1.758 -1.991 -2.580
H -2.499 -3.227 -3.563
H -3.291 -1.705 -3.289
H -5.464 -2.930 -2.549
H -4.769 -4.106 -2.849
H -5.379 -4.086 -1.126
H -4.736 0.163 1.229
H -2.992 -0.407 1.670
H -4.428 -0.679 2.665
H -4.814 -0.617 -1.305

Force components x, y, z for each atom (eV/Å):
0.128 -0.140 0.033
1.201 -3.302 2.818
-6.280 1.195 -4.007
1.990 -0.385 -1.254
0.232 0.674 1.990
-0.262 -0.221 -0.128
3.130 -0.796 2.474
-0.190 4.213 0.782
-0.057 -0.901 -3.422
0.229 -0.605 0.472
-2.128 -4.304 2.023
-3.334 1.059 1.711
0.240 0.413 -1.632
1.183 1.559 -0.025
0.100 -0.129 0.261
5.855 0.615 -2.948
-0.798 -0.642 2.331
-2.119 0.520 -2.105
0.906 0.952 0.657
-0.685 -0.602 0.664
1.553 -1.245 -0.270
0.334 0.260 -0.980
-1.371 0.817 0.949
0.101 -1.410 -1.177
1.630 -0.614 0.714
3.640 -0.612 -1.015
-2.372 0.525 0.036
-0.480 1.322 0.033
0.319 -0.047 -0.721
-1.738 -0.075 -0.567
0.003 0.151 0.525
-0.047 -0.250 0.335
0.660 0.174 0.496
-0.216 0.684 0.636
0.160 0.004 -0.508
-0.520 0.206 0.035
-0.083 -0.764 0.509
-0.275 0.266 -0.211
-0.424 0.131 0.413
-0.442 -0.370 -0.069
-0.227 0.281 -0.425
0.207 0.366 0.458
-0.301 0.379 0.221
0.205 -0.432 0.250
0.020 0.346 0.636
-0.762 0.091 -0.575
1.466 0.286 -0.735
-0.277 -0.067 0.117
-0.198 0.257 0.173
-1.181 0.582 0.008
-0.433 -1.521 0.256
3.107 -0.243 -0.754
-1.859 1.805 -1.536
-0.657 -1.484 -0.786
-1.402 -0.552 0.301
1.921 -2.262 1.613
-1.226 0.407 0.079
-0.102 0.939 0.916
0.779 0.740 -1.041
-0.445 -0.660 -0.488
0.251 0.573 0.081
1.058 -0.734 -0.248
0.286 0.231 -0.318
0.334 0.221 0.792
-0.911 1.012 0.150
-0.178 -0.693 -1.000
0.524 0.709 0.247
0.023 -0.292 -0.203
0.115 0.494 0.790
0.106 -0.078 0.245
-0.309 -0.559 0.556
-0.149 -0.060 -0.005
-0.719 1.606 1.296
1.213 -1.683 0.528
0.009 0.119 -0.293
0.666 0.521 -0.251
-0.186 0.659 -0.185
0.132 -0.542 0.039
-0.675 0.912 -0.771

Computed properties:
gap between HOMO and LUMO	7.62	eV
calculated total energy	-3696.1446	hartree
total charge	-1
HOMO level	-7.23	eV
LUMO level	0.40	eV

C44H56Cl3N4O8PbSSi as an isolated structure. Source: OMol25; level of theory: the ωB97M-V functional and the def2-TZVPD basis.

CARTESIAN COORDINATES (ANGSTROEM)
Pb 0.051 -2.163 0.739
O 2.908 -3.524 3.944
C 2.328 -3.106 2.938
N 1.137 -2.492 2.847
C 0.434 -2.044 3.976
C 0.976 -1.946 5.261
C 0.251 -1.396 6.310
C -1.037 -0.938 6.100
C -1.612 -1.052 4.843
C -0.905 -1.609 3.777
N -1.460 -1.901 2.533
C -2.779 -1.952 2.308
O -3.703 -1.328 2.835
C -3.113 -3.046 1.312
C -4.376 -3.628 1.357
C -4.631 -4.736 0.569
C -3.628 -5.216 -0.261
C -2.400 -4.572 -0.251
N -2.148 -3.525 0.526
C 3.071 -3.233 1.622
C 4.161 -4.091 1.548
C 4.942 -4.091 0.407
C 4.631 -3.199 -0.606
C 3.514 -2.399 -0.457
N 2.736 -2.422 0.619
H 1.970 -2.318 5.438
H 0.701 -1.329 7.293
H -1.603 -0.494 6.910
H -2.628 -0.727 4.680
H -5.117 -3.204 2.019
H -5.596 -5.227 0.604
H -3.782 -6.082 -0.890
H -1.577 -4.902 -0.871
H 4.359 -4.730 2.396
H 5.775 -4.774 0.306
H 5.219 -3.142 -1.511
H 3.231 -1.708 -1.239
C 1.729 -1.431 -3.608
C 1.241 -0.008 -3.358
C 2.198 0.779 -2.465
C 1.057 0.719 -4.690
O -0.022 -0.133 -2.708
Si -1.065 0.810 -1.947
S -0.604 0.893 0.227
O -1.278 2.191 -2.740
C -1.321 3.582 -2.990
C -2.399 4.223 -2.118
C -1.693 3.760 -4.463
C 0.052 4.198 -2.729
O -2.409 -0.074 -1.910
C -3.800 0.171 -1.690
C -3.989 1.046 -0.453
C -4.459 -1.186 -1.484
C -4.374 0.849 -2.935
H 2.758 -1.444 -3.968
H 1.093 -1.910 -4.353
H 1.666 -2.009 -2.688
H 3.200 0.784 -2.895
H 2.230 0.348 -1.466
H 1.853 1.811 -2.362
H 0.769 1.756 -4.519
H 1.986 0.696 -5.261
H 0.277 0.226 -5.271
H -3.372 3.795 -2.360
H -2.436 5.298 -2.297
H -2.195 4.042 -1.064
H -2.714 3.421 -4.643
H -1.022 3.173 -5.091
H -1.617 4.810 -4.746
H 0.423 3.911 -1.745
H -0.013 5.285 -2.780
H 0.766 3.856 -3.479
H -3.513 0.579 0.412
H -5.050 1.168 -0.237
H -3.537 2.029 -0.608
H -4.202 -1.573 -0.504
H -4.101 -1.884 -2.240
H -5.544 -1.101 -1.552
H -3.770 1.719 -3.187
H -5.406 1.159 -2.767
H -4.345 0.157 -3.778
Cl -0.186 -7.028 -2.431
C 0.447 -5.483 -3.052
Cl 1.512 -5.811 -4.425
Cl -0.920 -4.497 -3.601
C 1.252 -4.764 -1.812
O 2.447 -4.994 -1.795
O 0.473 -4.119 -1.087
C 4.466 0.212 1.937
C 3.044 0.670 2.263
C 2.833 0.654 3.785
C 2.736 2.071 1.782
C 3.585 3.111 2.146
C 3.241 4.429 1.923
C 1.961 4.716 1.481
C 1.082 3.715 1.089
C -0.377 4.044 0.829
C -1.182 3.687 2.088
C -0.622 5.514 0.485
C 1.551 2.385 1.094
O 1.028 1.349 0.344
H 4.605 -0.807 2.299
H 5.210 0.846 2.423
H 4.644 0.222 0.861
H 2.346 -0.036 1.816
H 3.396 1.461 4.258
H 3.170 -0.297 4.195
H 1.777 0.776 4.031
H 4.525 2.874 2.627
H 3.941 5.225 2.143
H 1.644 5.749 1.443
H -0.738 3.414 0.017
H -0.827 4.274 2.937
H -1.086 2.631 2.336
H -2.241 3.908 1.934
H -1.662 5.659 0.190
H -0.440 6.143 1.356
H 0.018 5.849 -0.332

Force components x, y, z for each atom (eV/Å):
0.161 -0.242 -0.120
-0.031 -0.025 -0.102
-0.144 0.080 0.140
-0.042 0.021 -0.226
-0.022 0.094 0.183
0.049 -0.051 0.004
-0.093 0.076 0.016
0.073 0.002 0.074
-0.032 0.076 -0.048
-0.020 0.053 0.216
-0.082 -0.132 -0.042
0.245 0.173 0.014
-0.024 -0.150 0.019
-0.316 -0.287 0.046
0.001 0.136 -0.052
0.117 0.004 -0.097
-0.116 0.053 0.129
-0.029 -0.110 -0.202
-0.138 -0.078 0.091
0.267 -0.009 -0.059
-0.092 -0.092 0.065
-0.081 0.074 0.003
0.029 0.021 -0.012
0.098 -0.054 -0.036
0.311 0.028 0.118
0.012 0.006 -0.051
0.034 -0.004 -0.017
-0.013 -0.028 0.003
0.010 0.024 -0.071
0.019 0.030 0.006
-0.021 0.012 -0.001
0.045 0.001 -0.026
0.005 0.023 0.004
0.055 0.011 0.002
0.031 0.016 0.021
-0.011 -0.028 -0.028
-0.033 0.009 -0.052
-0.134 0.079 0.112
0.376 0.140 -0.225
-0.150 -0.136 -0.014
-0.107 -0.069 0.159
0.220 -0.196 -0.045
0.129 0.032 0.322
-0.145 0.586 -0.319
0.077 -0.040 0.072
-0.064 0.400 -0.118
0.079 -0.195 -0.040
0.026 -0.106 0.109
-0.084 -0.185 0.009
-0.227 -0.235 0.293
-0.384 0.197 -0.062
0.198 -0.092 -0.129
0.206 0.075 -0.049
0.226 -0.073 0.061
0.014 0.057 -0.009
-0.024 -0.086 0.022
-0.011 -0.087 -0.001
0.025 0.039 0.011
0.095 -0.059 -0.007
0.047 0.008 0.001
-0.007 0.011 -0.058
0.022 0.022 -0.001
-0.007 0.010 -0.037
-0.022 0.019 -0.002
-0.011 0.025 0.030
-0.093 0.043 -0.081
-0.008 -0.018 -0.012
0.031 0.029 -0.018
-0.015 0.018 -0.008
0.022 0.050 0.013
0.045 0.019 -0.008
0.027 -0.004 0.005
-0.069 -0.020 0.058
-0.012 0.040 0.031
-0.065 0.043 0.018
-0.002 -0.128 0.112
-0.051 -0.010 -0.031
-0.016 0.019 0.018
-0.082 0.054 -0.043
-0.024 -0.007 0.013
-0.003 0.007 -0.031
-0.053 -0.138 0.073
0.317 0.280 0.349
0.010 0.008 -0.049
-0.048 0.084 -0.113
-0.382 -0.357 -0.797
0.027 0.087 0.210
0.150 0.035 0.365
-0.200 -0.019 -0.109
0.233 0.040 0.082
-0.101 -0.132 -0.188
-0.217 -0.120 -0.167
-0.031 0.103 -0.042
0.054 -0.071 0.101
0.033 0.040 -0.009
-0.164 -0.190 -0.158
0.036 0.142 0.173
-0.035 -0.011 -0.146
0.046 -0.153 -0.014
0.364 0.547 0.226
-0.388 -0.305 -0.050
0.059 -0.050 -0.017
0.032 -0.006 -0.011
0.063 -0.002 -0.023
0.007 -0.018 -0.064
0.031 -0.019 0.031
-0.055 -0.065 0.065
0.001 0.014 0.074
0.021 -0.010 -0.015
-0.051 0.022 0.093
-0.026 -0.004 -0.050
0.032 0.090 0.031
0.015 0.012 0.010
-0.028 0.013 0.053
-0.030 -0.026 0.022
0.021 0.039 0.052
0.011 0.062 -0.024
-0.021 0.068 0.004

Computed properties:
gap between HOMO and LUMO	6.55	eV
calculated total energy	-4792.6507	hartree
total charge	-1
HOMO level	-4.53	eV
LUMO level	2.03	eV